1.
The following is a quantum chemistry calculation of a molecular structure, C26H15N4O10SSc in a non-equilibrium geometry, from OMol25.

XYZ file:
```
57
Properties=species:S:1:pos:R:3:forces:R:3
Sc 0.798 -0.828 -0.989 -0.115 0.083 0.467
S 0.136 3.005 -0.577 0.115 -0.197 0.077
O 1.028 -0.966 -2.995 -0.154 0.182 -0.658
O -2.205 0.821 -6.034 -0.214 0.125 -0.372
O -3.115 1.234 -3.261 -0.294 0.165 0.079
O -2.723 -7.087 -1.487 0.382 -0.161 -0.339
O 2.098 0.838 -1.020 0.219 0.374 0.428
O -0.919 0.131 -1.475 -0.740 0.207 -0.438
O 0.443 -0.470 -5.933 0.179 -0.095 -0.311
O 2.179 -2.076 -0.331 0.544 -1.170 0.274
O 2.791 -4.183 0.164 0.219 -0.065 0.017
O -0.703 -7.755 -0.691 -0.086 -0.024 -0.529
N -0.216 -2.820 -1.080 0.039 -0.404 0.101
N 0.231 -0.544 1.458 -0.035 0.125 0.013
N 1.059 2.001 0.612 -0.215 0.186 -0.509
N 0.083 3.044 2.468 -0.105 -0.004 -0.171
C -1.522 -6.943 -1.169 -0.492 -0.016 1.193
C -0.026 0.580 2.223 -0.011 0.020 -0.030
C -1.610 0.507 -5.041 0.256 -0.119 0.391
C 0.236 4.411 0.468 0.032 0.226 -0.027
C 0.252 -5.141 -0.768 -0.030 -0.108 0.003
C -2.074 0.722 -3.601 0.306 -0.153 -0.074
C -0.135 -1.734 1.962 0.044 0.093 -0.046
C 3.109 0.775 1.142 0.025 -0.028 0.104
C 0.016 -0.382 -3.556 0.100 -0.080 -0.132
C 2.043 1.201 0.185 0.271 0.416 -0.127
C -1.000 0.171 -2.777 -0.175 0.128 0.105
C 0.356 5.683 -0.091 -0.024 -0.089 -0.001
C -0.245 -0.182 -4.984 -0.189 0.085 0.279
C -1.042 -5.476 -1.156 0.182 0.086 -0.359
C -0.720 0.433 3.469 -0.085 -0.115 0.089
C 0.005 5.445 2.641 -0.013 -0.035 -0.020
C -0.777 -1.940 3.159 -0.019 0.001 0.032
C 2.001 -3.374 -0.266 -0.120 0.339 -0.007
C 0.066 6.695 2.058 0.014 -0.028 -0.064
C 0.627 -3.817 -0.746 -0.064 0.115 0.016
C 0.442 1.826 1.825 0.061 -0.039 0.396
C 0.102 4.273 1.866 0.008 -0.080 0.057
C -1.456 -3.136 -1.459 0.073 0.032 0.048
C 0.260 6.829 0.682 -0.014 -0.047 0.078
C -1.084 -0.803 3.919 0.019 0.105 0.041
C -1.899 -4.445 -1.512 -0.025 0.038 -0.019
H 3.181 -0.313 1.141 -0.018 -0.013 -0.007
H -0.160 3.018 3.440 0.133 0.001 0.059
H 0.332 7.808 0.225 -0.007 -0.029 0.012
H -0.953 1.306 4.064 -0.053 -0.024 -0.030
H 0.494 5.756 -1.165 0.009 -0.009 0.049
H 0.947 -5.914 -0.473 -0.005 -0.017 -0.003
H -0.129 5.348 3.715 0.027 0.012 -0.038
H -0.024 7.577 2.682 0.000 -0.018 -0.002
H -1.035 -2.941 3.473 0.015 0.017 0.004
H -1.604 -0.900 4.868 0.012 0.019 -0.053
H -2.101 -2.302 -1.709 -0.014 0.041 -0.012
H 2.914 1.146 2.143 0.034 0.002 0.011
H -2.907 -4.690 -1.816 0.008 -0.010 0.007
H 4.049 1.177 0.753 -0.029 -0.055 0.014
H 0.105 -2.598 1.360 0.020 0.007 -0.063
```
Positions in Å, forces in eV/Å.

For the HOMO-LUMO gap, the calculation gives 0.2139 hartree. The charge is -2. The electronic energy is -85184.197 eV. For the highest occupied orbital energy, the calculation gives -2.0 eV. For the LUMO energy, the calculation gives 3.8 eV.



2.
The following is a quantum chemistry calculation of a molecular structure, C20H12Cl5F5N3O3RuTe in a non-equilibrium geometry, from OMol25.

XYZ file:
```
50
Properties=species:S:1:pos:R:3:forces:R:3
Te -1.063 -0.828 2.804 -2.065 0.190 1.558
Ru -0.442 -0.272 -0.072 2.389 -0.725 2.571
Cl -1.827 -7.473 -0.934 0.018 0.063 0.034
Cl 1.094 -4.591 2.581 -0.055 0.011 -0.025
Cl -2.336 -4.858 -2.588 0.013 0.000 0.106
Cl -0.069 -7.314 1.640 -0.017 0.034 -0.025
Cl -1.287 -2.148 -1.562 -0.215 0.131 -0.592
F -2.196 -1.430 1.347 0.213 -0.068 -0.245
F -2.534 -1.596 3.659 -0.059 -0.183 0.201
F -0.812 0.041 4.427 0.620 0.198 0.015
F -0.202 -2.217 3.654 0.508 -0.218 -0.199
F -2.249 0.630 2.555 0.089 0.347 -0.095
O 1.518 -0.576 -0.464 -0.162 -0.270 -0.252
O 0.019 -2.270 1.079 0.015 -0.120 -1.002
O 0.257 0.080 1.904 -0.953 0.012 -1.200
N 0.297 1.562 -0.177 -0.058 -0.372 -0.676
N 1.654 1.690 -0.199 -0.094 0.054 0.057
N -2.158 0.884 -0.171 -0.314 -0.261 -0.109
C 3.676 0.384 -0.260 -0.029 -0.020 0.032
C -1.029 -3.587 -0.591 -0.085 0.089 -0.118
C -3.420 0.446 -0.180 0.036 0.042 -0.072
C -0.491 2.561 -0.010 -0.098 0.367 0.057
C -0.467 -5.871 0.792 0.055 -0.051 0.049
C -2.928 3.089 0.260 -0.179 0.220 0.003
C -4.488 1.292 0.047 0.007 -0.067 -0.050
C -0.338 -3.444 0.613 0.160 0.475 0.123
C -4.236 2.631 0.280 0.053 0.110 0.009
C -1.489 -4.798 -1.087 -0.034 0.082 -0.163
C 4.482 1.517 -0.194 0.004 0.014 0.002
C 5.622 -1.018 -0.127 -0.008 0.007 -0.026
C -1.908 2.191 0.033 0.268 0.143 -0.101
C 5.856 1.378 -0.095 -0.021 0.002 -0.036
C -0.008 3.965 0.127 -0.101 -0.025 0.121
C -1.242 -5.956 -0.367 0.033 -0.112 -0.008
C 2.204 0.500 -0.309 -0.067 0.139 -0.119
C 6.426 0.111 -0.060 0.002 0.018 0.024
C 4.247 -0.884 -0.227 0.019 -0.040 0.002
C 0.007 -4.650 1.254 0.070 -0.178 0.116
H 3.603 -1.752 -0.266 0.017 0.007 0.005
H -0.339 4.389 1.077 -0.004 -0.008 -0.015
H 4.021 2.495 -0.212 0.023 -0.008 0.003
H 6.068 -2.004 -0.096 -0.010 0.003 0.011
H -0.405 4.585 -0.679 -0.007 -0.010 0.005
H -5.491 0.893 0.056 0.007 0.004 -0.022
H -2.691 4.129 0.431 -0.047 -0.007 0.003
H -3.565 -0.609 -0.357 0.035 -0.026 0.049
H 1.076 3.980 0.093 0.019 0.007 -0.016
H 7.500 0.006 0.031 -0.009 0.000 -0.023
H 6.485 2.258 -0.044 -0.005 -0.009 0.010
H -5.052 3.316 0.467 0.024 0.008 0.024
```
Positions in Å, forces in eV/Å.

For the HOMO-LUMO gap (alpha / beta), the calculation gives 0.2512 / 0.2516 hartree. The charge is 0. Its multiplicity is 2. The electronic energy is -117621.096 eV. For the highest occupied orbital energy (alpha / beta), the calculation gives -8.5 / -8.5 eV. For the LUMO energy (alpha / beta), the calculation gives -1.6 / -1.6 eV.



3.
The following is a quantum chemistry calculation of 2 unconnected molecules or ions with the total composition CH3ClO2PS in a non-equilibrium geometry, from OMol25.

XYZ file:
```
9
Properties=species:S:1:pos:R:3:forces:R:3
Cl -1.301 -0.997 1.364 -0.774 -0.234 2.438
S -1.932 0.578 -1.312 -0.455 0.337 -0.214
P -0.401 -0.650 -0.275 0.447 0.089 -2.686
O -0.249 -1.822 -1.153 1.104 -0.125 0.551
O 1.921 -0.412 1.519 -0.812 -0.194 -0.160
C -0.232 1.014 -0.847 1.354 1.631 0.803
H 1.833 -0.820 2.407 -0.144 0.243 -0.839
H -0.153 1.815 -0.076 -0.131 -0.876 -0.275
H 0.514 1.293 -1.627 -0.589 -0.871 0.383
```
Positions in Å, forces in eV/Å.

For the HOMO-LUMO gap, the calculation gives 0.2556 hartree. The charge is -1. The electronic energy is -37827.381 eV. For the highest occupied orbital energy, the calculation gives -3.7 eV. For the LUMO energy, the calculation gives 3.3 eV.



4.
The following is a quantum chemistry calculation of C4H6OS in the gas phase in a non-equilibrium geometry, from OMol25.

XYZ file:
```
12
Properties=species:S:1:pos:R:3:forces:R:3
S -2.444 0.241 0.212 -1.031 -0.405 1.770
O -0.138 -1.227 -0.497 0.149 0.579 0.564
C -0.105 1.214 -0.346 -0.420 -3.219 -1.668
C -0.979 -0.133 -0.735 1.741 2.678 -0.812
C 0.900 0.689 0.329 0.120 2.069 0.579
C 0.979 -0.771 0.284 -3.411 0.087 3.052
H -0.393 2.188 -0.704 -0.088 0.112 0.569
H 1.517 1.222 1.049 0.342 0.068 -0.528
H 0.793 -1.076 1.385 0.954 -0.372 -1.627
H 1.856 -1.035 -0.175 2.208 -1.406 -0.660
H -1.264 -0.241 -1.798 -0.358 0.435 0.587
H -1.943 0.691 1.472 -0.206 -0.626 -1.827
```
Positions in Å, forces in eV/Å.

As for the SMILES: S[C@H]1C=CCO1. For the HOMO-LUMO gap, the calculation gives 0.3586 hartree. The charge is 0. The electronic energy is -17125.742 eV. For the highest occupied orbital energy, the calculation gives -8.9 eV. For the LUMO energy, the calculation gives 0.8 eV.